--- w ---
Entry from OMol25: 2 unconnected molecules or ions with the total composition C3H10NO (ωB97M-V/def2-TZVPD).

Structure (XYZ):
```
15
C3H10NO ωB97M-V/def2-TZVPD
C 0.84496 2.25304 -0.90722
O -0.43864 1.64700 -1.22844
H 1.12226 3.14183 -1.49739
H 1.54114 1.33138 -0.98614
H 0.85775 2.41022 0.17602
H -1.12067 2.24602 -1.33386
C -0.07088 -1.74509 0.15000
C 0.55178 -2.40824 1.16238
N -1.00879 -0.62385 0.50032
H 0.09374 -1.78632 -0.91262
H 1.01418 -3.41701 0.94015
H 0.39223 -2.03457 2.20051
H -2.00480 -0.92781 0.62251
H -1.11992 0.08627 -0.24436
H -0.65434 -0.17286 1.35817
```

Computed properties:
- orbital gap (eV) = 11.25
- LUMO (eV) = -3.5059
- total charge = +1


--- x ---
Entry from OMol25: 2 unconnected molecules or ions with the total composition C3H10NO (ωB97M-V/def2-TZVPD).

Structure (XYZ):
```
15
C3H10NO ωB97M-V/def2-TZVPD
C 1.92246 1.75378 -0.01233
O 0.94694 0.78626 0.61201
H 2.14292 2.52547 0.74164
H 1.61646 2.34562 -0.91159
H 2.81523 1.11682 -0.31180
H 1.13634 1.10974 1.56955
C -1.63709 -1.11936 0.08458
C -1.97003 -0.31624 -0.94153
N -0.29912 -1.54436 0.20886
H -2.31887 -1.47993 0.93375
H -1.28043 -0.40008 -1.85099
H -2.97188 0.23067 -0.81450
H -0.40423 -2.49663 0.62539
H 0.20056 -0.79817 0.81398
H 0.10074 -1.71358 -0.74702
```

Computed properties:
- orbital gap (eV) = 11.30
- LUMO (eV) = -3.3966
- total charge = +1


Which of them is least stable? Easy: x.


--- w ---
Entry from OMol25: 2 unconnected molecules or ions with the total composition C3H10NO (ωB97M-V/def2-TZVPD).

Structure (XYZ):
```
15
C3H10NO ωB97M-V/def2-TZVPD
C 1.53412 -2.08669 -1.98817
N 0.83765 -1.06091 -1.76270
H 2.44603 -2.10152 -2.58345
H 1.34337 -3.00995 -1.45897
H 0.27248 -1.06463 -0.89560
H 0.95036 -0.13374 -2.15521
C -0.35243 1.07196 1.58430
O -0.14036 0.20788 0.43981
C -1.76316 1.60904 1.66090
H 0.38085 1.87704 1.60699
H -0.13702 0.48221 2.48103
H 0.23719 0.75232 -0.25648
H -1.99296 2.40069 0.95070
H -1.90522 2.00813 2.67413
H -2.51006 0.81142 1.57213
```

Computed properties:
- orbital gap (eV) = 8.96
- LUMO (eV) = -5.6543
- total charge = +1


--- x ---
Entry from OMol25: 2 unconnected molecules or ions with the total composition C3H10NO (ωB97M-V/def2-TZVPD).

Structure (XYZ):
```
15
C3H10NO ωB97M-V/def2-TZVPD
C 2.18136 0.45068 -0.81141
O 1.52209 0.35583 0.42022
H 2.89724 1.32800 -0.63353
H 2.78094 -0.39267 -1.19443
H 1.48665 0.78479 -1.63405
H 2.10877 -0.11583 1.02494
C -1.18007 -1.36149 0.08278
C -2.08356 0.88734 0.62888
N -1.13190 0.05189 0.47689
H -1.18623 -2.00957 0.96094
H -0.26291 -1.59805 -0.49199
H -1.95454 -1.64064 -0.62757
H -2.37621 1.80633 0.06019
H -2.73348 1.06302 1.50041
H -0.06813 0.39039 0.23771
```

Computed properties:
- orbital gap (eV) = 8.81
- LUMO (eV) = -6.1884
- total charge = +1


Which of them is least stable? Easy: x.


--- w ---
Entry from OMol25: C5H2O in the gas phase (ωB97M-V/def2-TZVPD).

Structure (XYZ):
```
8
C5H2O ωB97M-V/def2-TZVPD
C -0.05669 0.90664 1.91257
C -0.05734 1.25558 0.75566
C -0.08956 0.90929 -0.57366
C -0.11199 -0.01074 -1.37442
C -0.23441 -1.42533 -0.97827
O 0.69669 -2.13917 -0.72182
H -0.04187 0.52114 2.90516
H -1.28460 -1.71063 -0.77856
```

Computed properties:
- orbital gap (eV) = 9.51
- structure (SMILES) = C#CC#CC=O
- LUMO (eV) = -0.6252


--- x ---
Entry from OMol25: C5H2O in the gas phase (ωB97M-V/def2-TZVPD).

Structure (XYZ):
```
8
C5H2O ωB97M-V/def2-TZVPD
C -1.26914 1.69537 0.88007
C -1.34807 0.80256 0.07180
C -1.12631 -0.30302 -0.77203
C 0.01402 -0.74884 -0.64354
C 1.35243 -1.19701 -0.41501
O 2.14220 -0.67178 0.34094
H -1.30007 2.50695 1.56530
H 1.53493 -2.08425 -1.02752
```

Computed properties:
- orbital gap (eV) = 8.99
- structure (SMILES) = C#CC#CC=O
- LUMO (eV) = -0.7871


Which of them is least stable? Easy: x.


--- w ---
Entry from OMol25: C6H9NS in the gas phase (ωB97M-V/def2-TZVPD).

Structure (XYZ):
```
17
C6H9NS ωB97M-V/def2-TZVPD
C -2.02151 1.96744 -0.06750
C -0.88836 1.30636 0.30849
C -0.79522 -0.20544 0.16848
S -2.04300 -1.32230 -0.17236
C 0.49716 -0.72698 0.31226
C 1.77759 -0.14949 -0.03145
C 2.14268 1.27706 -0.31118
N 2.82665 -0.96819 -0.16343
H -2.85422 1.43293 -0.51386
H -2.13226 2.95691 0.44746
H 0.02939 1.76377 0.75218
H 0.53718 -1.76942 0.66354
H 2.98412 1.55580 -0.88799
H 1.21604 1.90486 -0.64013
H 2.61890 1.69820 0.59434
H 3.69900 -0.73586 0.46965
H 2.52925 -1.68676 0.74205
```

Computed properties:
- orbital gap (eV) = 7.13
- structure (SMILES) = C=CC(=S)/C=C(\C)N
- LUMO (eV) = -0.7936


--- x ---
Entry from OMol25: C6H9NS in the gas phase (ωB97M-V/def2-TZVPD).

Structure (XYZ):
```
17
C6H9NS ωB97M-V/def2-TZVPD
N -2.30616 -0.73029 -0.70499
C -1.30322 -0.21031 0.19380
C -0.84396 1.16922 -0.23609
C 0.48760 1.30487 -0.31450
C 1.12483 0.03928 0.02073
C 2.36649 -0.03401 0.80637
S 2.64195 -0.34853 -0.94715
C 0.02961 -1.02139 0.18774
H -2.00202 -0.47823 -1.64396
H -3.27794 -0.37057 -0.51367
H -1.69651 -0.18628 1.23196
H -1.53694 1.86502 -0.66579
H 1.01635 2.22882 -0.54583
H 2.72220 0.91751 1.18875
H 2.32991 -0.82627 1.54463
H 0.00138 -1.71343 -0.68850
H 0.24644 -1.60540 1.08652
```

Computed properties:
- orbital gap (eV) = 9.61
- structure (SMILES) = N[C@@H]1C=C[C@@]2(CS2)C1
- LUMO (eV) = 0.9317


Which of them is least stable? Easy: w.


--- w ---
Entry from OMol25: C6H9NS in the gas phase (ωB97M-V/def2-TZVPD).

Structure (XYZ):
```
17
C6H9NS ωB97M-V/def2-TZVPD
C -1.31403 0.02539 -1.32033
C 0.26609 -0.06636 -1.19624
C 0.61890 0.03577 0.33796
C 1.96962 0.24133 0.89028
N 1.31476 -1.07681 0.96413
C -0.68930 0.63345 0.83389
S -2.21668 0.30858 1.72494
C -1.62224 -0.29571 0.13605
H -1.65029 1.01731 -1.62737
H -1.74770 -0.68044 -2.01672
H 0.74650 0.74657 -1.75641
H 0.66286 -1.01315 -1.58460
H 2.82347 0.25060 0.19472
H 2.03284 0.79747 1.80062
H 0.95829 -1.22255 1.91652
H -0.79654 1.62125 0.42312
H -1.35654 -1.32272 0.27945
```

Computed properties:
- orbital gap (eV) = 9.88
- structure (SMILES) = C1C[C@@]2(CN2)[C@@H]2S[C@@H]12
- LUMO (eV) = 0.9062


--- x ---
Entry from OMol25: C6H9NS in the gas phase (ωB97M-V/def2-TZVPD).

Structure (XYZ):
```
17
C6H9NS ωB97M-V/def2-TZVPD
C -0.23786 0.80419 2.57545
C -0.14126 0.73817 1.10368
N -1.20998 0.38155 0.51800
S -1.33180 -0.08901 -1.09430
C -0.08906 -1.47148 -1.33373
C 1.36379 -1.15467 -0.92797
C 1.86600 -0.12288 -0.30051
C 1.16465 1.05321 0.40782
H 0.25375 1.67406 2.94868
H -1.28949 0.77213 2.81385
H 0.19585 -0.04420 3.05754
H -0.49940 -2.37317 -0.81561
H -0.18596 -1.71199 -2.40314
H 2.06043 -1.98411 -1.25260
H 2.96453 0.00837 -0.40496
H 0.85040 1.80376 -0.34195
H 1.87109 1.52918 1.13257
```

Computed properties:
- orbital gap (eV) = 8.85
- structure (SMILES) = CC1=NSCC=CC1
- LUMO (eV) = 0.9152


Which of them is least stable? Easy: w.


--- w ---
Entry from OMol25: a molecular structure, C16H32AgAsF6O12 (ωB97M-V/def2-TZVPD).

Structure (XYZ):
```
68
C16H32AgAsF6O12 ωB97M-V/def2-TZVPD
Ag 0.92383 1.57345 -1.81223
As 5.41546 4.92450 -4.78040
F 6.65410 5.41891 -6.02229
F 6.15722 3.26690 -4.64428
F 4.07880 4.49790 -3.66947
F 4.72819 6.61255 -4.92114
F 4.31368 4.32428 -6.07965
F 6.42218 5.42641 -3.44603
C -4.98461 4.82959 1.04799
C -4.09047 5.74310 0.22482
O -4.48086 5.77558 -1.21190
C -3.94580 4.94230 -2.10433
O -2.85947 4.40464 -1.96565
O -4.66996 5.07360 -3.23263
C -4.53516 4.08460 -4.29698
H -5.94826 5.33298 1.12600
H -4.63245 4.77148 2.07790
H -5.06688 3.81777 0.65107
H -3.07106 5.35722 0.22057
H -4.01746 6.62213 0.86520
H -4.42893 3.10052 -3.84047
H -3.70305 4.31054 -4.96380
H -5.48186 4.18114 -4.82854
C 4.46328 -5.89692 -5.62170
C 3.64195 -6.15999 -4.33524
O 3.18317 -4.91460 -3.75684
C 3.97969 -3.92498 -3.06645
O 3.51084 -2.85881 -2.66697
O 5.15525 -4.47202 -2.80486
C 6.23740 -3.65116 -2.27013
H 5.26537 -5.17207 -5.48258
H 3.79041 -5.41750 -6.33268
H 4.74114 -6.84877 -6.07431
H 4.20898 -6.65706 -3.54817
H 2.81710 -6.80179 -4.64481
H 5.93272 -3.34343 -1.26984
H 6.29713 -2.72533 -2.84229
H 7.16522 -4.22026 -2.21199
C -0.92410 0.90612 6.53687
C 0.24851 1.95478 6.46655
O 0.56976 2.35116 5.12368
C 1.35694 1.66553 4.35438
O 1.47092 1.91173 3.12751
O 1.96217 0.66913 4.97121
C 2.84404 -0.14560 4.20398
H -1.24736 0.73100 7.56300
H -0.64034 -0.00413 6.00863
H -1.77530 1.27652 5.96560
H 1.10777 1.59795 7.03439
H -0.03051 2.90053 6.93110
H 3.56864 0.43746 3.63557
H 2.25997 -0.68595 3.45901
H 3.29574 -0.88990 4.85979
C -5.75378 -3.02503 3.18646
C -4.91287 -2.27311 2.13797
O -3.76522 -3.09952 2.06161
C -2.72877 -2.66479 1.32593
O -2.62013 -1.57050 0.74794
O -1.81541 -3.60829 1.07494
C -1.80088 -4.91698 1.70669
H -5.37427 -3.00286 4.20802
H -6.01839 -4.05931 2.96662
H -6.70117 -2.49697 3.29469
H -4.73217 -1.28803 2.56816
H -5.44590 -2.22400 1.18846
H -2.15556 -5.68528 1.01965
H -2.51689 -4.99300 2.52501
H -0.89220 -5.09575 2.28155
```

Computed properties:
- orbital gap (eV) = 6.31
- LUMO (eV) = -4.2533


--- x ---
Entry from OMol25: a molecular structure, C16H32AgAsF6O12 (ωB97M-V/def2-TZVPD).

Structure (XYZ):
```
68
C16H32AgAsF6O12 ωB97M-V/def2-TZVPD
Ag 0.41949 0.42275 -0.11712
As 2.98808 2.03575 1.47066
F 3.21845 0.35239 1.73847
F 3.28527 2.34724 3.12620
F 2.68259 3.69822 1.17075
F 2.59116 1.63620 -0.19453
F 1.25977 1.82884 1.77483
F 4.62391 2.24088 1.03350
C -0.08954 -2.41964 -2.75097
C 0.19449 -1.58208 -3.97993
O 1.57930 -1.29727 -4.18152
C 2.15139 -0.46419 -3.31939
O 1.64744 -0.03305 -2.31005
O 3.33200 -0.12959 -3.80593
C 4.24768 0.55630 -2.93652
H 0.02453 -1.83721 -1.83468
H 0.62344 -3.24125 -2.65013
H -1.09611 -2.83437 -2.79528
H -0.40835 -0.67365 -3.99136
H -0.07387 -2.17208 -4.85562
H 4.99893 -0.14646 -2.58714
H 3.73907 1.00169 -2.08864
H 4.69189 1.35964 -3.51888
C -4.39705 2.55662 -3.40458
C -3.17851 2.11584 -2.62036
O -2.21005 3.18800 -2.71848
C -1.08375 3.00184 -2.06242
O -0.88134 2.09990 -1.28142
O -0.22049 3.94823 -2.39577
C 1.06246 3.87494 -1.77003
H -5.14294 1.76405 -3.36308
H -4.13728 2.77980 -4.43840
H -4.81177 3.46716 -2.97334
H -2.74410 1.20326 -3.02411
H -3.42337 2.01520 -1.56397
H 1.00147 3.58557 -0.72515
H 1.51565 4.85264 -1.88664
H 1.69423 3.13462 -2.26759
C 2.75028 -1.56547 4.42582
C 1.37297 -1.46700 3.79486
O 0.99594 -2.69612 3.17207
C 0.87003 -2.70288 1.85520
O 1.09887 -1.77143 1.12482
O 0.47457 -3.92141 1.48794
C -0.07588 -4.04195 0.18734
H 2.98901 -0.60600 4.87994
H 3.47801 -1.80293 3.65293
H 2.76039 -2.34653 5.18784
H 1.37833 -0.64981 3.07117
H 0.60043 -1.13302 4.49515
H -0.07099 -5.10315 -0.05793
H 0.56016 -3.57237 -0.56451
H -1.08289 -3.63595 0.10742
C -3.35810 -2.84181 3.53244
C -2.21827 -2.05804 2.93028
O -2.51754 -0.65884 3.11042
C -2.24125 0.17065 2.12317
O -1.74013 -0.14353 1.06249
O -2.62833 1.38292 2.46775
C -2.26618 2.43892 1.57606
H -4.22161 -2.79629 2.86560
H -3.64632 -2.39721 4.48419
H -3.10712 -3.88427 3.71509
H -2.04416 -2.28773 1.88123
H -1.28605 -2.23777 3.47009
H -2.76422 2.30287 0.61706
H -1.19183 2.42478 1.38034
H -2.54228 3.36466 2.06234
```

Computed properties:
- orbital gap (eV) = 10.64
- LUMO (eV) = 0.2277


Which of them is least stable? Easy: w.


--- w ---
Entry from OMol25: CH2N2O in the gas phase (ωB97M-V/def2-TZVPD).

Structure (XYZ):
```
6
CH2N2O ωB97M-V/def2-TZVPD
C -0.84966 -0.11373 -0.15209
N -0.20348 -0.36112 0.86544
N 1.46544 0.03285 0.74925
O 1.75413 0.51078 -0.25670
H -1.90896 -0.31750 -0.09120
H -0.25747 0.24872 -1.11470
```

Computed properties:
- orbital gap (eV) = 8.78
- structure (SMILES) = C=NN=O
- LUMO (eV) = -0.5696


--- x ---
Entry from OMol25: CH2N2O in the gas phase (ωB97M-V/def2-TZVPD).

Structure (XYZ):
```
6
CH2N2O ωB97M-V/def2-TZVPD
N 1.57145 0.11704 0.15255
C 0.33918 0.09158 0.18221
N -0.67271 -0.71812 0.13205
O -1.83637 -0.08867 0.06320
H 2.06263 -0.31278 -0.62356
H -1.46418 0.91094 0.09355
```

Computed properties:
- orbital gap (alpha / beta) (eV) = 8.03 / 8.03
- structure (SMILES) = N=C=NO
- LUMO (alpha / beta) (eV) = -1.0999 / -1.0999


--- y ---
Entry from OMol25: 2 unconnected molecules or ions with the total composition CH2N2O (ωB97M-V/def2-TZVPD).

Structure (XYZ):
```
6
CH2N2O ωB97M-V/def2-TZVPD
C 1.42225 -0.49630 0.17485
N 0.72792 0.21980 -0.33497
H 2.25757 -1.11233 0.62737
N -1.27289 0.62439 0.14315
O -1.76722 -0.51755 0.17231
H -1.36763 1.28199 -0.78271
```

Computed properties:
- orbital gap (eV) = 8.88
- structure (SMILES) = C#N.N=O
- LUMO (eV) = 0.1288


Which of them is least stable? Easy: y.


--- w ---
Entry from OMol25: 2 unconnected molecules or ions with the total composition C3H10P2 (ωB97M-V/def2-TZVPD).

Structure (XYZ):
```
15
C3H10P2 ωB97M-V/def2-TZVPD
C 2.29076 1.82008 1.61590
C 2.51836 1.23451 0.24159
C -2.70447 -0.52186 0.47687
P -1.22264 -2.88087 -0.10629
P -1.15936 -0.77406 -0.33015
H 2.39247 3.00132 1.57120
H 1.19552 1.55088 1.99086
H 3.08226 1.58266 2.21982
H 1.78285 1.20942 -0.52175
H 3.42795 0.78419 0.18844
H -3.09403 0.51173 0.35099
H -3.54357 -1.12161 0.16588
H -2.64076 -0.63859 1.61959
H -0.26493 -3.44189 -0.91397
H -2.33895 -3.29120 -0.75043
```

Computed properties:
- orbital gap (alpha / beta) (eV) = 8.33 / 6.95
- LUMO (alpha / beta) (eV) = 0.7215 / -0.8495


--- x ---
Entry from OMol25: 2 unconnected molecules or ions with the total composition C3H10P2 (ωB97M-V/def2-TZVPD).

Structure (XYZ):
```
15
C3H10P2 ωB97M-V/def2-TZVPD
C -2.43639 0.38956 -0.44367
C 1.01657 -0.41502 -1.18316
C 0.74675 -0.55141 1.67933
P 1.89900 2.20365 0.68063
P 0.45396 0.58621 0.32296
H -2.94776 -0.52804 -0.06875
H -3.11918 1.20123 -0.31355
H -1.71933 0.29379 -1.21229
H 0.62306 0.21969 -1.97103
H 1.99832 -0.60974 -0.92655
H 0.49170 -1.46206 -1.31005
H 1.32161 -0.07521 2.47262
H -0.18447 -0.87000 2.02829
H 1.10829 -1.44445 1.30861
H 2.18902 2.42831 -0.58674
```

Computed properties:
- orbital gap (alpha / beta) (eV) = 6.77 / 7.69
- LUMO (alpha / beta) (eV) = -0.9294 / 0.1673


Which of them is least stable? Easy: x.